ORCA calculation (the ωB97M-V functional and the def2-TZVPD basis) on a cluster of 8 separate species, C34H50N6O4 in total.

Computed properties:
Strongest force on any atom (eV/Å): 2.7
Energy (eV): -53197.3056
SMILES string: CNC(C)=O.CNC(C)=O.c1ccncc1.c1ccncc1.c1ccncc1.c1ccncc1.C1CCOC1.C1CCOC1
Spin multiplicity: 1

Positions of all 94 atoms, in Å:
C1 3.771 -16.913 -18.681
C2 3.192 -15.571 -18.325
C3 3.658 -15.405 -16.898
O1 4.964 -15.931 -16.914
C4 4.884 -17.168 -17.670
H1 4.092 -16.992 -19.723
H2 2.995 -17.684 -18.624
H3 2.128 -15.440 -18.534
H4 3.611 -14.731 -18.895
H5 3.029 -16.035 -16.240
H6 3.567 -14.401 -16.489
H7 4.600 -17.870 -16.880
H8 5.821 -17.429 -18.149
C5 8.288 -11.105 -23.597
C6 7.991 -12.575 -23.279
C7 9.090 -13.289 -23.994
O2 9.251 -12.544 -25.239
C8 8.875 -11.173 -25.019
H9 8.958 -10.747 -22.816
H10 7.300 -10.660 -23.472
H11 6.990 -12.870 -23.604
H12 7.900 -12.802 -22.210
H13 8.913 -14.326 -24.276
H14 10.089 -13.218 -23.557
H15 8.061 -10.948 -25.710
H16 9.654 -10.418 -25.112
C9 5.711 -17.622 -27.773
C10 6.450 -16.403 -27.202
O3 7.422 -16.521 -26.485
N1 5.959 -15.211 -27.630
C11 6.731 -13.995 -27.503
H17 6.044 -18.558 -27.335
H18 5.728 -17.660 -28.861
H19 4.661 -17.542 -27.470
H20 5.273 -15.255 -28.363
H21 6.825 -13.488 -28.468
H22 7.785 -14.099 -27.243
H23 6.372 -13.220 -26.821
C12 4.473 -11.924 -21.465
C13 4.885 -10.573 -20.982
O4 4.097 -9.738 -20.541
N2 6.199 -10.353 -21.136
C14 6.914 -9.118 -20.863
H24 4.454 -12.653 -20.651
H25 5.081 -12.216 -22.316
H26 3.417 -11.978 -21.731
H27 6.753 -11.172 -21.316
H28 6.593 -8.303 -21.509
H29 7.983 -9.250 -21.004
H30 6.726 -8.873 -19.816
N3 -1.118 -14.486 -21.221
C15 0.207 -14.412 -21.003
C16 0.730 -13.603 -20.006
C17 -0.089 -12.666 -19.390
C18 -1.455 -12.729 -19.623
C19 -1.912 -13.684 -20.549
H31 0.792 -15.293 -21.244
H32 1.762 -13.705 -19.699
H33 0.310 -11.992 -18.643
H34 -2.162 -12.022 -19.212
H35 -2.952 -13.696 -20.866
N4 3.235 -14.870 -21.892
C20 4.545 -15.073 -21.759
C21 5.427 -14.973 -22.827
C22 4.895 -14.752 -24.103
C23 3.523 -14.644 -24.226
C24 2.712 -14.691 -23.098
H36 4.886 -15.400 -20.783
H37 6.489 -15.066 -22.644
H38 5.503 -14.574 -24.980
H39 3.099 -14.450 -25.205
H40 1.648 -14.498 -23.128
N5 9.174 -15.543 -20.837
C25 8.148 -15.223 -20.041
C26 7.892 -15.797 -18.803
C27 8.708 -16.848 -18.380
C28 9.722 -17.250 -19.250
C29 9.825 -16.655 -20.514
H41 7.650 -14.311 -20.356
H42 7.129 -15.432 -18.127
H43 8.668 -17.278 -17.389
H44 10.384 -18.043 -18.930
H45 10.583 -16.982 -21.217
N6 0.674 -14.607 -27.467
C30 0.359 -14.482 -28.755
C31 -0.925 -14.560 -29.240
C32 -1.968 -14.703 -28.323
C33 -1.640 -14.738 -26.974
C34 -0.297 -14.719 -26.573
H46 1.222 -14.357 -29.399
H47 -1.093 -14.589 -30.309
H48 -3.026 -14.590 -28.515
H49 -2.444 -14.753 -26.250
H50 -0.057 -14.707 -25.518